[1]
Molecular formula: C24H27CoFN4O5S2
Method: DFT, wB97M-V/def2-TZVPD

```
64
Properties=species:S:1:pos:R:3:forces:R:3
C -5.258748 -7.384322 -0.468402 0.111 -0.156 -0.099
H 3.745545 2.638435 -1.103400 -0.002 -0.038 0.004
H 4.067160 -0.549698 -0.678290 -0.027 -0.025 0.001
H 6.037547 1.384997 -1.289741 -0.005 -0.024 0.023
H -4.026823 3.251473 -3.636178 -0.010 0.007 -0.012
C 2.925088 0.865813 -0.279023 0.054 -0.074 -0.113
H 4.554775 2.038387 0.343937 0.014 0.016 -0.036
C -1.902049 -2.707223 3.243353 -0.118 -0.021 0.029
H -7.050493 -7.870544 -2.397081 0.049 -0.003 -0.052
H -0.794139 0.666700 -4.749232 0.006 0.000 -0.005
H -3.568922 2.749737 -1.262747 -0.012 0.007 0.014
H -4.915449 -5.163677 2.029418 -0.020 -0.034 -0.020
C -1.144844 0.841319 -2.652867 0.068 -0.093 0.157
C -0.077519 -1.093846 2.842728 -0.005 -0.287 0.063
O 1.858467 1.317276 0.032387 -0.066 -0.012 0.155
H -4.633947 -7.695798 0.367709 -0.006 0.011 -0.001
C 4.123274 1.738919 -0.613571 -0.044 0.009 0.045
H -4.722166 -7.656121 -1.396545 -0.028 -0.004 0.041
H -5.860805 -5.700966 -2.470455 -0.022 -0.004 0.019
C -2.442832 1.983822 -4.358423 0.025 -0.019 0.011
H -5.645145 -3.536687 4.989253 -0.005 -0.009 0.005
C -5.016731 -3.191244 4.167746 -0.042 0.021 0.040
C -1.078885 -2.141545 2.333682 0.063 0.077 -0.117
H -6.443885 -4.416105 -1.417080 0.011 -0.010 0.002
O -0.464362 -2.195813 0.029612 0.126 -0.330 0.169
C -3.759823 -4.040714 4.067234 0.029 -0.056 0.022
O 0.157739 -1.122191 4.050512 -0.066 0.071 -0.028
C -6.568379 -8.142916 -0.393325 -0.093 0.036 -0.074
C -1.414384 1.128873 -3.989235 -0.019 0.014 -0.130
C -2.967699 2.290995 -2.039134 -0.079 0.057 -0.020
C -7.680900 -6.149396 -1.424123 -0.001 -0.128 -0.018
C -4.380467 -5.166773 -0.021392 -0.074 -0.015 0.025
O 0.413460 -0.311177 1.981997 0.053 0.038 -0.184
O 3.151418 -0.447905 -0.349469 0.024 0.064 0.026
C -2.248704 -3.540681 0.673949 0.110 0.115 -0.091
F -3.674724 -5.107638 -2.273678 0.002 0.017 0.045
S 0.166369 -0.262090 -2.236849 -0.071 0.107 0.088
C -4.184594 -4.833717 1.305491 -0.043 0.075 -0.091
Co 0.142801 -0.240815 0.031496 0.123 0.302 -0.094
N -7.475443 -7.646933 -1.495656 0.061 0.064 0.055
H -2.625727 2.193664 -5.405660 0.006 -0.001 -0.012
S -1.665173 1.104832 0.055125 -0.063 -0.049 -0.038
C -3.104874 -4.015778 1.675704 -0.032 0.011 -0.070
H -1.767128 -3.485960 -1.410045 0.028 0.025 -0.010
C -3.224901 2.572058 -3.372719 -0.004 -0.002 0.041
H -3.994670 -5.099569 3.937193 -0.011 0.038 0.012
N -5.518742 -5.967373 -0.381331 0.081 0.059 0.298
H 4.873786 0.967592 -2.358158 0.016 0.009 0.004
C -6.317693 -5.496224 -1.489734 -0.081 0.178 -0.068
H -7.090492 -7.939227 0.540194 0.039 -0.005 0.006
H -8.368990 -8.130675 -1.462610 -0.102 -0.048 0.024
H -8.183332 -5.953327 -0.478559 0.024 0.028 -0.008
H -1.781171 -2.410284 4.278391 -0.022 -0.029 0.023
H -3.174422 -3.965883 4.983047 -0.038 0.006 -0.002
C -2.440440 -3.891379 -0.664649 -0.057 -0.030 0.091
C -1.168816 -2.574917 0.968790 -0.179 0.094 -0.060
H -6.441129 -9.215554 -0.526508 0.003 0.003 -0.013
N 5.115019 0.981994 -1.374201 -0.010 0.018 -0.049
H -4.756127 -2.149606 4.352769 0.019 0.007 -0.001
C -1.941405 1.429015 -1.652766 0.050 -0.072 0.032
C -3.482442 -4.709897 -0.986827 0.059 -0.061 0.020
H -5.599557 -3.226558 3.247396 -0.008 -0.012 -0.021
N -2.886579 -3.619601 2.979064 0.208 0.069 -0.054
H -8.320480 -5.866055 -2.257913 0.005 -0.003 -0.004
```
Forces are in eV/Å.

DFT total energy = -3804.9696 hartree
Kohn-Sham gap (alpha / beta) = 2.84 / 2.80 eV
LUMO energy (alpha / beta) = -1.8 / -1.8 eV
HOMO level (alpha / beta) = -4.67 / -4.62 eV
2S+1 = 2
relative energy (zero: lowest compared OMol25 entry of this formula, charge and spin) = 0.000 eV

[2]
Molecular formula: C24H27FN4O3
Method: DFT, wB97M-V/def2-TZVPD

```
59
Properties=species:S:1:pos:R:3:forces:R:3
H -1.806604 -2.899782 -0.376979 -0.045 0.020 0.056
H 0.821958 -4.743834 1.725920 -0.120 0.009 0.084
N -1.464525 3.093007 -0.596931 0.228 0.190 0.063
C -0.353204 0.235951 -0.479929 0.121 -0.590 0.095
H -3.211859 7.389146 -0.036396 0.029 -0.048 0.026
H -2.190604 -0.576551 -1.241935 0.038 -0.005 -0.078
C 0.757334 -3.321647 -0.551559 -0.103 0.018 0.049
C -2.665709 2.603787 -0.173048 0.063 -0.051 -0.144
C 4.097597 -5.317699 1.190220 0.102 0.001 -0.037
C 2.870772 -5.369918 1.816396 0.229 -0.003 -0.128
H -1.948381 7.255935 1.223765 -0.039 -0.026 -0.048
C -5.183248 3.470837 2.448605 -0.048 0.041 0.072
N 0.574465 0.958220 -2.568835 0.338 -0.588 -0.337
O -3.081465 1.507812 -0.497099 0.021 0.010 0.007
O 5.538219 -4.633511 -0.534980 -0.120 -0.220 0.414
C -0.663970 2.497523 -1.572778 0.085 -0.012 -0.463
C -1.183545 -0.929591 -1.021700 -0.093 -0.018 0.284
C 5.765303 -3.945381 -1.739805 0.017 0.132 -0.215
C 1.017788 -0.261502 -0.017253 -0.163 -0.147 0.188
H -4.002698 6.589966 1.986532 0.032 0.086 -0.019
N -0.180196 1.237639 -1.507598 -0.187 0.737 -0.016
H -1.504575 7.191178 -0.498490 -0.068 0.030 0.074
H -0.725309 -1.284874 -1.945864 0.026 0.016 -0.039
F 5.150190 -5.954478 1.749254 -0.109 0.121 -0.135
C -0.172874 3.060702 -2.737220 -0.194 0.001 0.268
C 0.590285 2.044259 -3.316035 -0.092 0.069 0.233
C 3.184749 -3.972921 -0.555555 0.120 -0.037 -0.027
H -5.643910 5.379561 3.306428 -0.046 0.052 0.054
C -3.425440 3.469979 0.778715 -0.211 0.186 0.122
H 1.087708 -2.737639 -1.424086 -0.011 -0.079 -0.024
O -2.351841 5.510349 0.171473 -0.162 -0.409 0.075
C -4.094835 5.524276 1.851155 0.175 0.246 -0.094
H 1.581868 -0.581175 -0.893858 0.034 0.043 0.008
H -4.489582 1.743321 1.382914 0.005 -0.051 -0.033
H -0.352164 4.049848 -3.105369 -0.102 0.205 -0.053
C -1.241155 -2.053184 0.018524 -0.097 0.098 -0.200
C -5.031226 4.836449 2.602613 0.007 -0.098 -0.044
H 0.049823 -4.078239 -0.907719 0.007 0.098 -0.080
H -0.881257 0.701839 0.357341 0.054 0.011 -0.129
H 5.566647 -2.873846 -1.634804 -0.009 -0.042 -0.015
C -3.282496 4.860718 0.937612 -0.105 -0.162 0.076
H 5.157643 -4.350902 -2.555208 0.012 0.031 0.032
C 1.787878 -4.722208 1.248667 0.018 0.068 -0.154
H 2.777970 -5.919507 2.739643 0.033 -0.075 0.100
H 6.819302 -4.095412 -1.967320 -0.081 0.040 -0.028
H 3.287500 -3.420134 -1.476521 0.035 0.073 -0.101
N 0.060997 -2.524284 0.445884 -0.028 -0.225 0.025
H 1.570388 0.548606 0.462581 0.049 0.039 -0.034
H -1.294773 4.077794 -0.443736 -0.052 -0.129 0.097
H 1.828674 -1.812588 1.259644 -0.049 0.085 0.087
C 4.286346 -4.621034 -0.008258 0.041 -0.135 0.175
C -2.263522 6.916205 0.232731 0.073 0.313 0.016
C 0.849766 -1.426475 0.967203 0.153 0.224 0.003
H -1.760722 -1.685838 0.909445 -0.090 -0.026 -0.004
H 0.343377 -1.064392 1.868229 0.071 0.005 0.063
H -5.915993 2.931391 3.027748 -0.060 -0.056 0.050
C 1.940869 -4.022090 0.061249 0.031 -0.087 0.048
C -4.386562 2.806859 1.538091 0.114 0.057 -0.086
H 1.141151 2.061720 -4.235383 0.126 -0.036 -0.176
```
Forces are in eV/Å.

DFT total energy = -1475.3453 hartree
Kohn-Sham gap = 8.62 eV
LUMO energy = 0.5 eV
SMILES string = COc1cc(CN2CCC(n3nccc3NC(=O)c3ccccc3OC)CC2)ccc1F
HOMO level = -8.14 eV
2S+1 = 1
relative energy (zero: lowest compared OMol25 entry of this formula, charge and spin) = 3.267 eV

[3]
Molecular formula: C24H27HfO6PS
Method: DFT, wB97M-V/def2-TZVPD

```
60
Properties=species:S:1:pos:R:3:forces:R:3
C 0.795424 2.719838 -0.285803 -0.458 -0.157 0.378
O -1.100340 -0.874180 -2.122185 -0.257 0.581 -2.043
C -1.308599 -2.867130 2.903435 0.113 0.111 -0.144
C -1.263987 0.333167 2.512121 0.043 -0.206 -0.112
C 0.362557 0.961709 -2.458315 -0.119 -0.395 0.193
H -2.218945 -4.681509 0.083051 -0.034 -0.061 0.027
O 0.239366 -0.934409 -3.929109 -0.165 0.020 0.197
C -2.522367 -0.388883 0.339821 -0.945 0.223 0.575
H -2.107585 -3.346768 3.472271 -0.005 0.001 0.012
C -2.835992 0.992220 -0.167653 0.001 -0.195 0.034
C -1.814830 -0.686824 1.552571 -0.735 0.277 0.186
C -0.147324 -0.407980 -2.920805 0.227 0.649 -1.047
C 0.115753 4.648164 0.997428 0.014 0.093 0.032
H -1.895491 1.222877 2.511722 0.031 0.027 0.013
H -3.151419 -4.528853 1.571563 0.002 -0.033 -0.003
H 1.036835 6.509114 0.466799 -0.001 0.004 -0.014
C -3.806931 -1.842904 -1.444131 0.102 0.077 0.162
C 2.525858 0.590780 -0.552990 -0.051 -0.091 0.102
H -0.472330 1.655000 -2.588932 0.016 0.054 0.074
H -3.938507 -0.912113 -1.990229 -0.010 -0.029 -0.049
H -0.479812 5.078608 1.792252 -0.003 -0.015 -0.002
H 2.398499 5.511424 -1.342432 0.002 -0.014 -0.007
C 1.730147 4.889002 -0.761722 0.031 0.038 -0.010
H -0.240248 0.627352 2.271966 0.008 0.025 0.076
H 6.246489 -0.300148 -0.021753 -0.005 0.005 0.019
C 1.651088 3.533326 -1.026465 0.019 -0.069 -0.077
H 2.267419 3.097952 -1.803685 0.028 0.028 0.008
O 1.229496 -2.005287 -1.358308 0.970 -0.110 -0.497
C 3.137629 0.829107 0.676785 -0.082 -0.023 -0.083
H -3.303286 -2.547660 -2.106476 -0.080 0.005 -0.065
C -2.617019 -2.657632 0.698421 -0.046 0.166 -0.139
O 0.989670 -1.712861 0.920175 1.644 -0.475 1.239
H -0.742509 -2.227242 3.577483 0.025 -0.031 0.008
O -0.006726 -3.516878 -0.138775 0.222 -1.173 0.074
H -0.639562 -3.647422 2.536916 0.005 -0.014 0.044
Hf -0.612043 -1.500277 -0.355391 -3.565 0.555 1.067
C -2.999267 -4.102047 0.580658 0.258 0.101 -0.102
H -3.290632 0.945664 -1.155468 0.031 0.038 -0.017
H 1.200799 1.297581 -3.062384 0.004 -0.007 -0.015
P 0.725165 0.914022 -0.639040 1.066 0.924 -0.979
H -4.792467 -2.246257 -1.205232 -0.022 0.019 0.004
H 5.173935 -0.691256 -2.215594 0.032 0.015 0.021
H -3.924219 -4.207447 0.015460 0.002 -0.024 -0.017
C 4.609549 -0.256050 -1.401166 0.017 0.021 -0.062
H 2.556625 1.264360 1.483316 0.058 -0.048 0.062
S 1.322364 -2.801405 -0.091870 2.458 -1.297 0.508
H 2.814262 -0.137083 -2.557331 -0.011 -0.089 -0.027
C 5.206919 -0.037897 -0.169528 0.057 -0.005 -0.067
H 4.934165 0.697813 1.830267 0.009 -0.005 -0.011
C 4.472531 0.516963 0.868133 -0.029 0.044 0.077
H -3.539262 1.490768 0.503922 -0.016 0.030 -0.017
C 0.031761 3.288542 0.728296 -0.050 -0.092 -0.022
C -1.878023 -2.085410 1.760948 -0.106 0.161 0.095
H -1.260769 -0.071630 3.523012 0.019 0.041 0.022
H -0.632797 2.666759 1.315286 0.039 0.059 -0.017
H -1.946545 1.618689 -0.237097 -0.067 0.060 -0.021
O 2.484882 -3.565529 0.149165 -0.018 -0.079 -0.012
C 3.274044 0.061083 -1.599266 -0.148 0.038 0.103
C -3.008606 -1.623599 -0.187876 -0.491 0.314 0.249
C 0.965212 5.450704 0.253787 -0.033 -0.064 0.017
```
Forces are in eV/Å.

DFT total energy = -2169.9215 hartree
Kohn-Sham gap = 9.28 eV
LUMO energy = 0.5 eV
HOMO level = -8.81 eV
2S+1 = 1

[4]
Molecular formula: C24H27N2O3
Method: DFT, wB97M-V/def2-TZVPD

```
56
Properties=species:S:1:pos:R:3:forces:R:3
C -0.526693 -1.728881 -2.001921 -0.096 0.709 0.702
C -5.379032 4.753478 2.177525 0.314 -0.429 0.084
C -3.904072 2.779032 1.935565 0.247 0.025 0.332
C -3.856199 1.433591 1.484223 -0.447 0.716 -0.103
H 2.195420 -5.338391 -4.399773 -0.438 -0.309 0.123
H 2.349388 4.516376 1.305954 -0.077 -0.417 -0.346
C 1.205570 2.674445 1.118722 -0.443 -0.753 0.685
H -0.615438 3.148725 2.662070 -0.337 -0.225 -0.070
H 1.340793 -2.075210 1.308650 -0.211 0.117 0.000
H -2.674606 -0.226020 0.874492 0.049 0.150 0.235
H -2.722345 4.387808 2.802079 0.132 -0.408 -0.184
H -1.061863 0.200005 -1.230675 0.093 -0.135 0.251
C 2.340609 3.428519 1.410541 0.667 -0.153 -0.097
O 4.662474 3.366586 2.294104 -0.790 -0.351 -0.560
H -1.428676 -5.272014 -5.372427 0.512 0.500 0.178
C -2.699850 3.383831 2.367565 -1.078 -0.097 -0.271
H 2.099207 -4.731185 -2.138062 -0.137 -0.051 -0.022
N 0.109155 -0.841438 0.153047 -0.414 -0.246 -0.664
H -5.147012 5.046773 3.210697 -0.013 -0.108 -0.260
C 1.411991 -5.862840 -3.808048 -0.352 0.144 -0.582
H -0.173594 -0.375432 2.334208 0.184 1.791 -1.095
C 1.131530 -5.060604 -2.528088 -0.191 -0.720 0.116
C 2.298932 0.660266 1.898795 -0.059 0.343 0.323
O -5.140189 3.339859 1.970389 0.586 -0.120 -0.134
C 0.221409 -2.906582 -1.775770 0.044 -0.587 -1.059
C -0.488511 -4.893288 -4.925305 0.593 -0.236 -0.065
H 4.773744 5.113134 1.108027 0.028 -0.162 0.263
H 1.743077 -6.888105 -3.558096 0.105 0.708 0.006
H -1.073010 -3.035163 -4.095779 -0.044 -0.148 0.030
H 0.067987 -4.279761 -5.672358 -0.176 -0.491 0.337
H -1.715989 -4.451328 -3.227674 0.471 0.290 0.141
O 0.235009 -6.087130 -4.598210 0.061 0.733 0.483
H 4.400461 0.896533 2.362089 -0.307 -0.014 -0.110
C 3.468083 1.368736 2.052894 0.363 0.386 -0.094
C 0.920510 -3.016561 -0.555133 -0.080 0.609 0.405
C -0.168155 0.593925 1.707027 0.693 -1.137 0.826
C -2.660057 0.769686 1.317886 0.483 0.028 0.589
N 0.293085 -3.882824 -2.759605 0.261 0.220 0.559
H -1.112756 -1.578011 -2.915775 0.430 0.029 0.579
C -1.517465 2.674937 2.269170 0.936 -0.639 -0.261
C 0.817841 -1.968514 0.362398 -0.172 -0.361 -0.449
C -0.519829 -0.724482 -1.029812 -0.092 -0.770 -0.515
H 1.507819 -3.906228 -0.302299 -0.321 0.553 -0.069
C -1.417970 1.351162 1.726360 -1.676 0.526 -0.386
H 0.374875 3.152481 0.587238 0.256 -0.128 0.524
H 4.381003 5.381376 2.848718 0.069 -0.231 -0.191
H -4.812502 5.375320 1.467549 -0.119 -0.302 0.184
H -4.827397 0.983012 1.262154 0.478 0.002 -0.171
H -6.452387 4.857413 1.998040 0.307 0.094 0.057
C 1.077120 1.302525 1.565042 1.127 0.985 -0.472
H 6.021675 4.838512 2.373097 -0.346 0.099 -0.109
C 3.503749 2.778973 1.884841 -0.157 0.040 0.721
C -0.809141 -4.016019 -3.700850 -0.685 -0.640 -0.426
C 4.954475 4.771161 2.137023 -0.205 -0.237 -0.051
H 2.312609 -0.417855 2.050556 -0.018 0.330 0.242
H 0.685146 -5.764291 -1.793053 -0.011 0.479 -0.160
```
Forces are in eV/Å.

DFT total energy = -1265.6482 hartree
Kohn-Sham gap = 7.36 eV
LUMO energy = -3.8 eV
HOMO level = -11.13 eV
2S+1 = 1
total charge = +1
relative energy (zero: lowest compared OMol25 entry of this formula, charge and spin) = 3.012 eV

What is the formula in the fourth record? C24H27N2O3

Look up the 2S+1 of the first one. 2

What is the formula in the first record? C24H27CoFN4O5S2